(1)
Entry from the Open Molecules 2025 dataset: 7 unconnected molecules or ions with the total composition C45H40F6N2O3 (wB97M-V/def2-TZVPD).

Each line ends with the Mulliken charge.
Geometry (Å):
N -0.345598 0.680038 -0.043825  -0.456
C -0.756048 0.488662 -1.357651  0.323
O -0.861634 1.418321 -2.122927  -0.545
C -1.068894 -0.943749 -1.729336  -0.633
C 0.250246 -1.729810 -1.935507  -0.924
C 0.690471 -2.641962 -0.816801  -0.273
C 1.970270 -2.659896 -0.376880  0.598
N 2.990517 -1.880806 -0.879690  -0.523
C 2.410095 -3.571125 0.745427  0.596
O 3.496016 -3.403766 1.254968  -0.601
C 1.483409 -4.629404 1.184214  -0.602
C 0.232045 -4.613751 0.744146  -0.401
C -0.270773 -3.581319 -0.207840  0.403
O -1.456663 -3.573361 -0.474158  -0.635
H 0.348721 1.405020 0.070128  0.262
H -0.100773 -0.170236 0.446972  0.223
H -1.686880 -1.390361 -0.951322  0.408
H -1.638576 -0.918909 -2.656649  0.323
H 0.170232 -2.325855 -2.850907  0.463
H 1.042829 -1.006764 -2.139086  0.373
H 3.846071 -2.016425 -0.353047  0.288
H 2.785577 -0.901440 -1.010126  0.196
H 1.860170 -5.386187 1.863141  0.514
H -0.482445 -5.372519 1.045348  0.579
F 0.138080 8.749475 -2.794190  -0.352
C -0.108713 7.418397 -2.815085  0.251
C 0.960051 6.548671 -2.880591  -0.104
C 0.699175 5.184970 -2.907163  -0.627
C -0.606314 4.712633 -2.869115  -0.483
C -1.658812 5.616816 -2.803332  -0.448
C -1.418168 6.984077 -2.774544  -0.538
H 1.967969 6.939155 -2.919103  0.536
H 1.525454 4.487273 -2.960252  0.430
H -0.798601 3.648463 -2.885586  0.548
H -2.678668 5.255609 -2.775146  0.382
H -2.222784 7.704916 -2.721467  0.448
F 2.773019 4.846933 -7.133221  -0.332
C 3.129592 6.124122 -6.878736  0.424
C 2.275823 6.919974 -6.142117  -0.544
C 2.653729 8.227135 -5.873347  -0.258
C 3.865556 8.717301 -6.341068  -0.621
C 4.700798 7.896761 -7.086518  -0.280
C 4.337962 6.584866 -7.362043  -0.554
H 1.338225 6.517613 -5.782534  0.533
H 2.000643 8.858520 -5.284377  0.388
H 4.159294 9.734951 -6.121650  0.410
H 5.644674 8.276174 -7.456191  0.374
H 4.974987 5.925152 -7.935321  0.445
F 4.086038 8.114373 -2.925778  -0.248
C 4.612834 7.482306 -1.856228  0.391
C 5.535010 6.477905 -2.071443  -0.518
C 6.068937 5.828137 -0.967451  -0.347
C 5.675668 6.183115 0.315954  -0.566
C 4.742789 7.194969 0.498667  -0.360
C 4.201050 7.857951 -0.593575  -0.361
H 5.819903 6.219192 -3.082370  0.467
H 6.796940 5.040825 -1.113514  0.363
H 6.095142 5.671843 1.172009  0.380
H 4.430950 7.471671 1.497224  0.361
H 3.472845 8.649352 -0.479094  0.441
F -0.318004 -7.510972 2.429567  -0.299
C 0.195220 -7.822726 3.644762  0.431
C 1.159655 -8.803828 3.738487  -0.541
C 1.659130 -9.106293 4.998304  -0.355
C 1.194005 -8.435255 6.121741  -0.560
C 0.226731 -7.447375 5.990507  -0.376
C -0.279466 -7.131079 4.738106  -0.174
H 1.499369 -9.317329 2.849473  0.436
H 2.416388 -9.872545 5.099544  0.364
H 1.589607 -8.679053 7.098492  0.384
H -0.134636 -6.913354 6.858966  0.390
H -1.029265 -6.366521 4.608381  0.253
F -1.004999 -4.325507 6.376670  -0.295
C -2.102738 -3.746721 5.836509  0.454
C -2.355424 -3.926009 4.491858  -0.389
C -3.475731 -3.322421 3.938259  -0.299
C -4.321488 -2.558689 4.730093  -0.627
C -4.042561 -2.396516 6.080715  -0.346
C -2.925037 -2.993421 6.648886  -0.602
H -1.680837 -4.513040 3.883783  0.482
H -3.688877 -3.446041 2.886561  0.398
H -5.191976 -2.090629 4.291751  0.431
H -4.697658 -1.798486 6.700599  0.361
H -2.688576 -2.880729 7.698049  0.435
F -5.966371 -2.656386 1.871630  -0.313
C -6.498398 -3.850336 1.522875  0.509
C -7.871035 -3.959439 1.431938  -0.550
C -8.411680 -5.185580 1.070907  -0.312
C -7.585438 -6.270762 0.812219  -0.529
C -6.208181 -6.130366 0.913558  -0.450
C -5.652063 -4.910414 1.271120  -0.234
H -8.493765 -3.100141 1.639637  0.429
H -9.485663 -5.290449 0.990551  0.358
H -8.014313 -7.223399 0.532027  0.375
H -5.559218 -6.973086 0.715301  0.373
H -4.581265 -4.780677 1.342002  0.397

Cartesian forces, eV/Å:
N 0.4880 -0.5325 -0.2966
C -0.1977 0.0016 0.4013
O 0.1537 0.1175 -0.2559
C -0.0194 0.2403 0.0919
C -0.0868 -0.0905 -0.0703
C 0.0155 0.1927 0.2182
C -0.0094 0.1330 -0.1019
N 0.0664 -0.0448 0.4241
C -0.0188 -0.0904 -0.1020
O 0.0863 -0.0669 -0.0329
C -0.0059 0.0068 -0.0306
C -0.0039 -0.2078 0.0828
C 0.1932 -0.0350 -0.0163
O -0.1840 -0.0942 -0.1197
H -0.3024 0.2667 0.0911
H -0.0619 0.0752 0.0650
H 0.0345 -0.0593 -0.1426
H 0.0102 -0.0082 0.0820
H -0.0800 -0.0080 0.1058
H -0.0113 -0.1089 -0.0854
H -0.0498 0.0750 0.0331
H -0.0500 -0.0675 -0.2660
H 0.0142 0.1226 0.0144
H -0.0354 0.1196 -0.0275
F 0.0005 0.0045 -0.0002
C -0.0069 -0.0262 -0.0055
C 0.0725 0.0077 0.0142
C -0.0373 0.0054 0.0118
C 0.0055 -0.0085 -0.0282
C 0.0168 -0.0008 -0.0054
C -0.0217 0.0044 0.0000
H -0.0112 0.0100 -0.0057
H 0.0000 0.0047 -0.0102
H -0.0030 0.0187 0.0325
H 0.0028 0.0016 0.0064
H 0.0072 0.0067 -0.0069
F -0.0045 0.0018 -0.0101
C 0.0369 0.0536 0.0076
C -0.1004 -0.0341 0.0214
C 0.0466 0.0073 0.0030
C -0.0133 -0.0003 -0.0156
C -0.0056 -0.0008 0.0149
C 0.0294 -0.0045 0.0108
H 0.0112 -0.0267 -0.0036
H -0.0003 -0.0062 0.0004
H -0.0014 -0.0019 -0.0032
H -0.0006 -0.0046 0.0031
H -0.0123 -0.0042 -0.0063
F 0.0066 0.0361 -0.0050
C 0.0058 -0.0329 0.0102
C 0.0136 -0.0177 -0.0130
C -0.0083 0.0076 0.0130
C -0.0035 -0.0007 -0.0046
C 0.0088 -0.0140 -0.0063
C -0.0153 0.0117 0.0145
H -0.0064 0.0135 -0.0038
H -0.0051 0.0000 -0.0024
H -0.0006 0.0033 -0.0013
H 0.0037 0.0047 -0.0036
H -0.0071 -0.0065 -0.0131
F 0.0724 -0.0287 -0.1075
C -0.0651 0.0743 0.0370
C -0.0063 -0.0291 -0.0226
C -0.0109 0.0168 0.0200
C 0.0096 0.0099 -0.0103
C 0.0606 -0.0282 -0.0247
C 0.0255 -0.0423 0.1064
H -0.0021 0.0087 -0.0032
H -0.0048 -0.0005 -0.0015
H -0.0029 -0.0026 -0.0025
H 0.0033 0.0073 -0.0083
H -0.0377 -0.0335 0.0221
F -0.0289 -0.0145 -0.0106
C -0.0223 0.0381 -0.0035
C 0.0428 0.0128 -0.1215
C -0.0194 0.0236 0.1089
C -0.0103 0.0189 0.0215
C 0.0046 -0.0161 -0.0151
C -0.0155 0.0019 0.0157
H 0.0281 0.0393 0.0066
H 0.0279 0.0372 -0.0060
H 0.0043 -0.0067 -0.0056
H 0.0005 -0.0070 0.0019
H 0.0113 -0.0002 -0.0038
F 0.0134 -0.0303 -0.0210
C -0.0476 -0.0163 -0.0035
C -0.0220 0.0017 0.0091
C 0.0112 -0.0067 -0.0032
C 0.0034 -0.0016 0.0067
C -0.0577 0.0130 0.0164
C 0.0710 -0.0200 -0.0347
H 0.0097 0.0066 -0.0048
H 0.0027 0.0019 0.0056
H 0.0015 0.0024 0.0004
H 0.0027 0.0083 -0.0117
H -0.0013 0.0118 -0.0246

Values from the calculation:
Orbital gap (eV): 7.5
Strongest force on any atom (eV Å⁻¹): 0.78
2S+1: 1
HOMO (eV): -8.94

(2)
Entry from the Open Molecules 2025 dataset: 3 unconnected molecules or ions with the total composition C4H10O3 at a distorted geometry (wB97M-V/def2-TZVPD).

Each line ends with the Mulliken charge.
Geometry (Å):
C -1.462102 1.946928 -0.902151  -0.890
C -0.929662 0.888007 -0.296872  -0.027
C -0.199447 0.798188 0.979711  0.876
C 0.082339 1.849945 1.755078  -0.960
O 0.088000 -0.471908 1.376267  -0.512
H -1.404701 2.982087 -0.603625  0.275
H -2.052704 1.700292 -1.776664  0.229
H -1.044104 -0.069713 -0.801287  0.188
H 0.787400 1.638986 2.553780  0.248
H -0.230869 2.864678 1.597016  0.267
H 0.200769 -1.025726 0.613386  0.291
O 0.127808 -3.218684 0.139575  -0.639
H -0.338006 -2.764888 0.856227  0.332
H 0.928264 -3.622867 0.532630  0.310
O 1.603993 -1.400932 -1.791221  -0.610
H 1.366346 -1.074354 -2.651298  0.306
H 2.476682 -1.020037 -1.580545  0.315

Cartesian forces, eV/Å:
C -0.1588 -0.6881 -0.2321
C -0.0718 -0.0717 -0.0079
C -0.7003 1.2426 -0.3234
C 0.9237 -1.0857 0.2952
O 0.3840 0.4161 0.8028
H 0.0454 -0.0209 0.2786
H 0.1117 0.4290 -0.1696
H -0.1658 0.0002 0.0725
H -0.3709 0.2483 0.2959
H -0.0937 0.0259 -0.3462
H 0.2998 -0.4582 -0.9326
O 0.3730 -0.1017 0.3930
H 0.1428 -0.5152 0.0777
H -0.7516 0.4516 -0.2226
O 0.6879 0.0164 0.8717
H -0.0350 0.2869 -0.5601
H -0.6203 -0.1753 -0.2931

Values from the calculation:
Orbital gap (eV): 9.2
Strongest force on any atom (eV Å⁻¹): 1.46
2S+1: 1
HOMO (eV): -8.49
Relative energy (zero: lowest compared OMol25 entry of this formula, charge and spin) (kJ/mol): 217.15

(3)
Entry from the Open Molecules 2025 dataset: 2 unconnected molecules or ions with the total composition C4H10NO at a distorted geometry (wB97M-V/def2-TZVPD).

Each line ends with the Mulliken charge.
Geometry (Å):
C 2.179244 -0.072042 -0.115741  -0.238
C -0.585728 -0.588022 0.666716  0.823
C -1.775220 -1.434862 0.162721  -1.115
C -0.980740 0.834010 1.024763  -1.074
N 2.096307 0.715946 -1.229930  -0.228
O 0.506188 -1.024018 0.851506  -0.568
H 2.236242 -1.143273 -0.005700  0.370
H 2.079552 0.458460 0.804118  0.320
H -1.956481 -2.228091 0.843978  0.354
H -1.583342 -1.951223 -0.740162  0.388
H -2.768857 -0.836141 -0.058962  0.303
H -1.300733 1.356480 0.093286  0.318
H -0.088054 1.327118 1.567792  0.288
H -1.769730 0.691131 1.715940  0.421
H 2.318210 1.684138 -1.053358  0.320
H 2.500202 0.189020 -2.029746  0.319

Cartesian forces, eV/Å:
C -0.8846 2.9056 -1.5992
C -4.0124 1.0712 -0.4958
C -1.3132 2.1152 -0.3029
C 2.7938 0.1208 -0.4902
N 1.8085 -4.4739 2.5430
O 1.3965 -1.3541 0.0818
H 0.7484 -0.0448 -1.0462
H 0.5484 0.2849 0.5136
H -0.3384 -0.5723 1.0081
H 0.7384 -0.3885 -1.1406
H 2.1514 -1.0004 0.8658
H 0.0656 -0.1350 0.9009
H -1.5450 -0.4471 -1.0021
H -1.0966 0.3714 0.6170
H -0.2395 0.2990 -0.4855
H -0.8211 1.2480 0.0321

Values from the calculation:
Charge: +1
Orbital gap (eV): 9.0
Strongest force on any atom (eV Å⁻¹): 5.45
2S+1: 1
HOMO (eV): -14.23
Relative energy (zero: lowest compared OMol25 entry of this formula, charge and spin) (kJ/mol): 211.41

(4)
Entry from the Open Molecules 2025 dataset: a molecular structure, C40H21N8O4Pd (wB97M-V/def2-TZVPD).

Each line ends with the Mulliken charge.
Geometry (Å):
Pd -1.473464 -0.080737 -0.083421  1.171
C -0.234259 6.324624 -0.578221  -0.601
C -0.361054 6.302983 0.808468  -0.592
C -0.755226 5.143571 1.475101  -0.186
C -1.011451 4.028276 0.708865  0.249
C -1.406420 2.643516 1.079450  -0.009
N -1.649053 2.286166 2.300965  -0.582
C -1.903355 0.997322 2.644147  -0.477
C -2.357344 0.579493 3.952152  0.336
C -2.749703 1.287704 5.082456  -0.199
C -3.168795 0.565452 6.185911  -0.585
C -3.191418 -0.838969 6.168651  -0.604
C -2.795153 -1.546864 5.047269  -0.176
C -2.380157 -0.823817 3.934753  0.263
C -1.937486 -1.222298 2.617029  -0.480
N -1.697382 -2.503544 2.242772  -0.604
C -1.466307 -2.826598 1.007291  -0.082
N -1.598558 -2.066920 -0.114247  -0.365
C -1.256839 -2.795537 -1.217876  -0.033
N -1.253821 -2.438966 -2.462356  -0.536
C -1.385826 -1.150865 -2.845993  -0.559
N -1.316359 -0.052227 -2.057097  0.102
C -1.341493 1.067244 -2.816581  -0.472
N -1.171587 2.348771 -2.401782  -0.548
C -1.189732 2.676204 -1.147577  -0.057
N -1.504860 1.912718 -0.065666  -0.304
C -0.883024 4.048942 -0.670578  0.187
C -0.495626 5.187588 -1.341284  -0.102
C -1.469817 0.680044 -4.205135  0.222
C -1.580971 1.415255 -5.379611  -0.133
C -1.728859 0.718068 -6.566385  -0.616
C -1.758237 -0.686257 -6.584657  -0.587
C -1.640917 -1.419671 -5.416568  -0.186
C -1.500164 -0.721425 -4.223359  0.321
C -0.917609 -4.170038 -0.779759  0.406
C -0.479224 -5.270892 -1.480832  -0.312
C -0.168538 -6.415102 -0.748246  -0.584
C -0.292065 -6.435268 0.638910  -0.587
C -0.732317 -5.311068 1.336158  -0.152
C -1.042839 -4.190525 0.598410  0.371
N -1.684429 -0.106231 1.893993  0.146
H 0.080986 7.236830 -1.068927  0.387
H -0.140630 7.198801 1.375192  0.383
H -0.852268 5.105431 2.552116  0.544
H -2.722775 2.369649 5.088791  0.525
H -3.484689 1.088039 7.080201  0.388
H -3.524605 -1.373274 7.049577  0.380
H -2.803088 -2.628949 5.027554  0.518
H -0.391748 5.187993 -2.418366  0.552
H -1.549108 2.496811 -5.355681  0.525
H -1.822884 1.260870 -7.498654  0.381
H -1.873296 -1.200253 -7.530787  0.387
H -1.653929 -2.501843 -5.421616  0.519
H -0.370994 -5.235101 -2.556738  0.539
H 0.187343 -7.298956 -1.262659  0.380
H -0.027679 -7.333801 1.182179  0.385
H -0.821014 -5.303140 2.414556  0.534
O 1.352248 -1.527734 -0.612911  -0.640
C 1.745148 -0.489801 -0.039111  0.473
O 1.044601 0.424929 0.457841  -0.581
C 3.262239 -0.285003 0.045098  -0.203
C 4.128458 -1.249288 -0.449985  -0.412
C 5.518974 -1.096736 -0.385824  -0.957
C 5.982568 0.058961 0.190097  0.985
O 7.293205 0.453059 0.376487  -0.516
C 7.226050 1.727761 1.010532  -0.239
O 5.861231 2.071491 1.202692  -0.510
C 5.127138 1.019951 0.681294  1.150
C 3.765415 0.884717 0.628686  -1.166
H 3.685534 -2.131495 -0.892779  0.463
H 6.198615 -1.846445 -0.768789  0.395
H 7.703527 2.475101 0.370013  0.233
H 7.728362 1.675345 1.980732  0.232
H 3.078824 1.625952 1.013679  0.502

Cartesian forces, eV/Å:
Pd -0.2885 -0.0220 0.0479
C -0.0179 -0.0488 0.0011
C -0.0136 -0.0489 0.0020
C -0.0089 0.0933 0.0127
C -0.0392 -0.1854 0.1119
C -0.0349 0.2054 -0.1158
N -0.0751 -0.1725 0.1101
C 0.1544 0.1210 0.0689
C -0.0243 0.0782 -0.0326
C 0.0319 0.0011 0.0297
C 0.0085 -0.0308 -0.0139
C 0.0124 0.0268 -0.0249
C 0.0308 -0.0006 0.0411
C -0.0296 -0.0662 -0.0376
C 0.1889 -0.1341 0.0388
N -0.0823 0.2073 0.1486
C -0.0816 -0.1907 -0.1990
N 0.2657 0.0570 0.0458
C -0.0476 -0.1527 0.1030
N -0.0235 0.1079 -0.1181
C 0.1356 -0.0824 -0.0212
N -0.1283 0.0300 0.0364
C 0.1335 0.1311 -0.0587
N -0.0511 -0.1666 -0.1066
C -0.0574 0.1760 0.1002
N 0.1764 -0.1180 0.0322
C -0.0025 -0.1539 -0.1046
C 0.0145 0.1113 -0.0266
C -0.0509 0.0891 0.0847
C 0.0407 -0.0154 -0.0420
C 0.0081 -0.0268 0.0321
C 0.0072 0.0338 0.0241
C 0.0435 0.0021 -0.0393
C -0.0587 -0.0776 0.0599
C 0.0232 0.1495 -0.1059
C -0.0147 -0.1077 -0.0263
C -0.0189 0.0401 0.0057
C -0.0140 0.0534 -0.0002
C -0.0260 -0.1027 0.0128
C -0.0047 0.1812 0.1384
N -0.2554 0.0043 -0.2230
H -0.0008 0.0058 0.0052
H -0.0050 0.0028 0.0028
H 0.0117 0.0119 -0.0032
H -0.0081 -0.0020 -0.0010
H -0.0002 -0.0012 0.0041
H 0.0007 0.0016 0.0055
H -0.0067 0.0019 -0.0037
H 0.0037 -0.0106 0.0064
H -0.0117 -0.0029 -0.0023
H 0.0036 -0.0016 -0.0053
H 0.0014 0.0026 -0.0049
H -0.0096 0.0035 0.0028
H 0.0087 0.0126 0.0077
H 0.0023 -0.0048 0.0056
H -0.0077 -0.0038 0.0014
H 0.0143 -0.0101 -0.0034
O 0.0038 -0.0280 0.0855
C -0.0199 0.0173 -0.1930
O 0.1929 0.0397 0.0560
C 0.0177 -0.0160 0.0475
C 0.0554 -0.0091 -0.0085
C -0.0865 -0.0201 -0.0135
C 0.0761 -0.0683 -0.0350
O 0.0054 0.0559 0.0302
C -0.0623 -0.0317 -0.0157
O 0.0767 -0.0082 -0.0013
C -0.0624 0.0850 0.0379
C -0.0268 -0.0157 0.0061
H 0.0006 0.0038 0.0043
H -0.0032 -0.0002 -0.0016
H 0.0075 0.0094 -0.0135
H 0.0095 -0.0049 0.0132
H -0.0066 -0.0108 -0.0080

Values from the calculation:
Charge: -1
Orbital gap (spin up / spin down) (eV): 5.0 / 5.2
Strongest force on any atom (eV Å⁻¹): 0.34
Expectation value of S²: 2.0416
2S+1: 3
HOMO (spin up / spin down) (eV): -3.33 / -4.96

Question: Among the records above, which one has the highest strongest force on any atom?
Answer: C4H10NO